116
Properties=species:S:1:pos:R:3:forces:R:3:lowdin_charge:R:1 method="wB97M-V/def2-TZVPD" orbital_gap_ev="4.80 / 5.18" relative_energy_kcal_mol=24.1 lumo_energy_ev="4.014 / 4.013" s_squared=0.76 total_charge=-2 spin_multiplicity=2
Ti -0.36600 -0.18480 -1.51958 -0.359 -0.898 1.221 0.470
C -1.79289 -1.68680 3.05985 -0.245 0.190 0.323 -0.104
C -1.80009 -2.98111 2.25411 -0.219 -0.175 -0.074 -0.604
C -3.24302 -3.33686 1.86736 -0.078 -0.013 0.128 -0.149
C -1.36092 -4.08068 3.23705 -0.017 -0.129 0.119 -0.101
P -0.72613 -2.65288 0.67538 0.447 -0.148 -0.144 0.822
C 0.92116 -3.21747 1.64222 0.269 0.237 -0.044 -0.217
N 1.20011 -1.94853 2.32131 -0.046 -0.217 -0.056 0.019
B 0.80456 -0.75270 1.60674 0.124 0.223 0.376 -0.656
N 0.86846 0.32562 2.60260 -0.175 -0.020 0.055 0.074
C 0.56243 1.75459 2.68891 0.176 0.050 0.232 -0.286
P -0.40325 2.67692 1.37451 0.173 -0.228 -0.274 1.187
C 0.63434 4.26082 1.40935 0.089 0.075 -0.108 -0.690
C -0.08108 5.35849 0.61264 -0.007 -0.005 -0.070 -0.113
C 1.89685 3.89876 0.61294 -0.111 0.107 0.047 -0.120
C 1.05729 4.84467 2.76762 0.074 0.019 0.054 -0.098
C -2.03621 3.12038 2.20275 -0.087 0.094 -0.060 -0.722
C -2.01341 4.14024 3.33558 -0.011 -0.018 0.149 -0.102
C -2.98828 3.60391 1.09545 0.050 0.072 -0.033 -0.112
C -2.64270 1.82902 2.71710 -0.171 -0.339 0.212 -0.121
C 1.32799 -0.25184 3.79089 -0.022 -0.029 -0.123 -0.174
C 1.59273 0.33086 5.01530 0.035 -0.051 0.125 -0.038
C 2.01076 -0.48380 6.07832 -0.008 0.035 -0.044 -0.137
C 2.16607 -1.84961 5.90846 -0.009 -0.021 -0.038 -0.137
C 1.91944 -2.45165 4.67015 0.018 0.033 0.069 -0.036
C 1.50924 -1.65583 3.61517 0.023 0.114 -0.080 -0.191
C -0.87744 -4.17960 -0.44268 -0.110 -0.036 -0.087 -0.619
C 0.25484 -4.28103 -1.47625 0.007 -0.037 0.033 -0.127
C -2.18591 -4.21940 -1.24342 0.037 -0.060 -0.052 -0.144
C -0.81603 -5.45700 0.41515 -0.130 -0.058 -0.159 -0.104
H -2.74751 -1.57075 3.58966 0.053 -0.011 0.031 0.089
H -1.67562 -0.83112 2.41717 -0.105 0.398 -0.197 0.020
H -0.99186 -1.67633 3.80172 -0.046 0.005 -0.040 0.081
H -3.83571 -3.35204 2.79015 -0.035 0.005 -0.014 0.073
H -3.31241 -4.33208 1.42440 0.020 0.010 0.024 0.056
H -3.68331 -2.61892 1.17963 0.025 0.033 0.028 -0.003
H -2.07529 -4.05613 4.06916 -0.023 -0.018 -0.009 0.082
H -0.38309 -3.89657 3.67273 -0.047 0.040 0.053 0.050
H -1.38164 -5.09158 2.82361 0.022 0.203 0.084 0.058
H 1.69237 -3.40626 0.89286 0.051 0.009 0.035 0.049
H 0.90849 -4.04538 2.34422 -0.003 0.029 0.014 0.054
H 1.51599 2.28479 2.77755 -0.044 -0.020 -0.068 0.074
H 0.05252 1.93553 3.64591 0.010 -0.094 -0.063 0.074
H -0.48963 4.97101 -0.32426 0.040 -0.013 -0.009 0.071
H 0.63741 6.14725 0.36063 -0.020 -0.002 0.031 0.080
H -0.89360 5.82010 1.17453 -0.042 -0.008 -0.003 0.055
H 1.64656 3.57136 -0.39378 -0.017 0.085 0.106 0.051
H 2.47886 3.08693 1.04861 -0.036 0.023 0.015 0.078
H 2.53674 4.78773 0.55318 0.024 -0.046 -0.026 0.082
H 0.31073 5.51888 3.18017 -0.081 0.029 0.022 0.055
H 1.97934 5.42208 2.63523 -0.043 0.021 -0.008 0.076
H 1.26747 4.09127 3.52634 0.027 -0.032 -0.015 0.061
H -1.76145 5.13991 2.98793 0.018 0.038 -0.018 0.052
H -1.30844 3.86501 4.12429 0.000 -0.013 -0.021 0.075
H -3.00952 4.19414 3.79175 0.004 -0.002 -0.005 0.077
H -2.65213 4.51674 0.60763 0.056 0.075 -0.018 0.055
H -3.97415 3.80371 1.53126 0.003 -0.016 0.009 0.078
H -3.10464 2.83663 0.32777 0.037 -0.015 0.004 0.075
H -2.06574 1.38644 3.52996 0.030 -0.057 0.033 0.074
H -2.74375 1.09128 1.92029 0.078 -0.121 -0.057 0.059
H -3.64928 2.04079 3.09977 0.030 -0.045 0.014 0.084
H 1.48204 1.39703 5.16627 0.006 -0.004 -0.003 0.090
H 2.21690 -0.03337 7.04196 -0.003 0.004 0.006 0.079
H 2.48947 -2.45964 6.74388 0.004 -0.014 0.000 0.081
H 2.05069 -3.51735 4.52679 0.008 -0.006 0.015 0.099
H 0.01597 -5.14887 -2.10442 0.069 0.005 -0.030 0.079
H 0.33946 -3.39831 -2.10493 -0.105 -0.005 0.023 0.015
H 1.23146 -4.44098 -1.02062 0.003 0.013 0.036 0.063
H -2.26183 -5.21436 -1.70068 -0.010 0.003 -0.020 0.079
H -3.06969 -4.04412 -0.63567 0.013 -0.006 -0.015 0.039
H -2.18201 -3.47190 -2.03404 0.009 0.006 0.009 0.046
H 0.00007 -5.45833 1.13337 0.055 0.005 -0.054 0.061
H -0.66006 -6.29958 -0.26665 -0.026 -0.033 0.008 0.078
H -1.75072 -5.63879 0.95122 0.088 0.018 -0.094 0.058
S -1.86196 -1.97028 -5.77278 0.281 0.076 0.466 0.366
C -1.09269 -1.58013 -4.35554 -0.431 -0.100 -0.693 -0.944
N -0.58793 -1.26794 -3.35414 -0.045 0.165 -0.090 -0.004
S 1.70804 -1.44308 -0.91279 -0.015 0.108 0.006 0.635
C 0.32828 -1.12101 0.20567 -0.225 -0.044 -0.172 -0.834
S -2.31550 -1.26811 -0.28684 0.050 0.162 -0.302 0.317
N -3.80290 1.16977 -3.83805 0.126 0.205 -0.066 0.138
C -3.12926 0.50067 -2.86600 0.020 -0.305 0.028 -0.201
N -2.03408 1.09585 -2.49581 0.134 0.417 -0.193 0.049
C -1.95536 2.24391 -3.28605 0.080 -0.134 0.368 -0.198
C -1.00540 3.26407 -3.27604 -0.032 -0.018 0.037 -0.007
C -1.17499 4.29970 -4.17237 -0.188 0.009 -0.150 -0.094
C -2.27095 4.32909 -5.05770 0.248 0.119 0.093 -0.116
C -3.22763 3.33503 -5.05634 -0.103 -0.113 0.038 -0.038
C -3.05221 2.29552 -4.14775 -0.168 -0.110 -0.098 -0.191
H -4.56528 0.78087 -4.36226 0.014 0.037 -0.019 0.152
H -3.44692 -0.44464 -2.44393 -0.050 0.003 -0.035 0.063
H -0.18359 3.21179 -2.57328 -0.001 -0.004 -0.034 0.097
H -0.45387 5.10674 -4.19938 0.001 0.014 -0.004 0.093
H -2.36409 5.15482 -5.75261 -0.008 -0.002 -0.003 0.088
H -4.07367 3.36558 -5.73132 -0.001 -0.002 -0.008 0.099
C 2.42292 -2.39166 -5.02334 -0.043 -0.081 -0.005 -0.023
C 3.64573 -1.90213 -4.30844 0.046 0.000 0.011 -0.188
C 4.83212 -2.61252 -4.29338 0.067 -0.093 -0.028 -0.081
C 5.92663 -2.13732 -3.58557 0.020 -0.037 -0.009 -0.669
Cl 7.42377 -3.06566 -3.59725 -0.086 0.060 0.000 0.575
C 5.85442 -0.96665 -2.86289 0.114 0.044 0.068 -0.113
C 4.67262 -0.23583 -2.85977 -0.096 -0.034 -0.198 0.007
C 3.59171 -0.69052 -3.60615 0.038 -0.024 0.259 -0.265
O 2.40636 -0.05694 -3.68658 -0.211 0.010 -0.379 -0.072
C 2.28774 1.30101 -3.31565 0.094 0.074 0.071 -0.089
C 2.04535 1.52162 -1.80259 -0.068 0.299 -0.326 -0.651
O 2.99160 1.86829 -1.11229 0.182 -0.111 0.020 0.015
O 0.80689 1.47126 -1.44930 0.281 0.147 -0.299 -0.227
H 2.61097 -3.35886 -5.49083 0.002 0.003 -0.006 0.076
H 2.09593 -1.68611 -5.78969 0.016 0.013 0.009 0.088
H 1.58656 -2.48791 -4.32791 0.044 0.007 0.015 0.063
H 4.90497 -3.54995 -4.83089 -0.004 -0.003 0.005 0.102
H 6.70415 -0.63248 -2.28245 -0.004 -0.002 -0.003 0.098
H 4.56567 0.65487 -2.25628 0.027 0.008 0.060 0.102
H 1.42208 1.65656 -3.88107 0.063 0.061 0.104 0.123
H 3.18138 1.86421 -3.60389 0.019 -0.070 -0.049 0.128